# C13H24AlBrF4NO3S2

A structure of composition C13H24AlBrF4NO3S2 (ωB97M-V with the def2-TZVPD basis set, the Open Molecules 2025 dataset).

Results
* 2S+1: 1
* gap between HOMO and LUMO: 0.235 hartree
* HOMO energy: -0.2210 hartree
* charge: -1

Geometry (Å):
C1 -3.95 -0.98 -2.89
C2 -2.79 -1.61 -3.91
C3 -1.31 -0.94 -3.67
C4 -0.62 -1.73 -2.38
N1 0.48 -0.92 -1.73
C5 1.41 -1.77 -0.89
C6 0.95 -1.96 0.67
C7 -0.47 -2.74 0.90
C8 -0.67 -2.90 2.54
O1 -2.03 -2.46 2.90
C9 -2.10 -1.03 3.23
O2 -1.10 -0.15 3.17
O3 -3.42 -0.50 3.70
Br1 -4.25 0.39 2.31
C10 -0.03 0.30 -1.00
S1 -1.61 0.55 -0.42
S2 1.20 1.71 -0.74
C11 1.72 1.85 1.06
C12 1.46 3.40 1.63
C13 -0.09 3.40 2.26
H1 -3.79 -1.37 -1.78
H2 -3.96 0.20 -2.89
H3 -4.98 -1.40 -3.31
H4 -2.71 -2.76 -3.66
H5 -3.11 -1.48 -5.03
H6 -1.43 0.21 -3.42
H7 -0.58 -1.07 -4.58
H8 -1.49 -2.06 -1.66
H9 -0.18 -2.74 -2.84
H10 2.46 -1.20 -0.89
H11 1.62 -2.80 -1.45
H12 1.79 -2.64 1.18
H13 0.92 -0.97 1.31
H14 -0.39 -3.80 0.36
H15 -1.42 -2.17 0.51
H16 0.19 -2.41 3.17
H17 -0.64 -4.07 2.74
H18 1.16 1.13 1.80
H19 2.90 1.66 1.08
H20 1.57 4.21 0.80
H21 2.18 3.54 2.55
H22 -0.90 3.36 1.42
H23 -0.21 4.41 2.88
H24 -0.27 2.47 2.97
F1 5.92 3.27 2.04
Al1 5.69 3.97 0.40
F2 6.74 3.09 -0.77
F3 6.14 5.71 0.42
F4 3.97 3.80 -0.09

# C5H8O2

An isolated molecule of C5H8O2 (ωB97M-V with the def2-TZVPD basis set, the Open Molecules 2025 dataset).

Results
* energy above the lowest of the compared OMol25 structures with the same formula, charge and spin: 92.00 kcal/mol
* 2S+1: 1
* gap between HOMO and LUMO (alpha / beta): 0.206 / 0.333 hartree
* HOMO energy (alpha / beta): -0.2378 / -0.3105 hartree

Geometry (Å):
C1 -1.93 -0.68 0.27
C2 -0.80 0.26 0.00
O1 -1.15 1.32 -0.68
C3 0.46 0.17 0.81
C4 1.65 -0.31 -0.02
C5 1.43 0.52 -1.34
O2 2.33 0.58 -2.14
H1 -2.58 -0.22 1.04
H2 -2.53 -0.83 -0.63
H3 -1.56 -1.63 0.65
H4 -0.25 1.59 -1.05
H5 0.68 1.19 1.15
H6 0.25 -0.46 1.68
H7 2.61 -0.17 0.48
H8 1.54 -1.37 -0.29

# C6H5MoN2O6

A structure of composition C6H5MoN2O6 (ωB97M-V with the def2-TZVPD basis set, the Open Molecules 2025 dataset).

Results
* <S²>: 2.177
* energy above the lowest of the compared OMol25 structures with the same formula, charge and spin: 0.00 kcal/mol
* 2S+1: 3
* gap between HOMO and LUMO (alpha / beta): 0.113 / 0.108 hartree
* HOMO energy (alpha / beta): -0.7293 / -0.7440 hartree
* charge: +3

Geometry (Å):
O1 -0.02 3.22 -0.88
C1 -0.02 2.09 -1.14
Mo1 0.01 0.03 -1.73
C2 0.01 -1.94 -1.22
O2 0.02 -3.08 -0.99
C3 -0.02 -0.26 -3.73
O3 -0.09 -1.05 -4.62
C4 2.05 0.02 -1.40
O4 3.21 0.01 -1.27
C5 -2.04 -0.01 -1.40
O5 -3.20 -0.04 -1.27
H1 0.09 0.95 -3.63
N1 1.14 0.13 3.13
C6 0.00 0.01 2.37
N2 -1.14 -0.14 3.12
O6 0.00 0.03 1.16
H2 1.11 0.13 4.13
H3 2.01 0.25 2.62
H4 -2.01 -0.23 2.62
H5 -1.11 -0.14 4.13

# C20H55O7S6

A cluster of 8 separate species, C20H55O7S6 in total (ωB97M-V with the def2-TZVPD basis set, the Open Molecules 2025 dataset).

Results
* energy above the lowest of the compared OMol25 structures with the same formula, charge and spin: 0.00 kcal/mol
* 2S+1: 1
* gap between HOMO and LUMO: 0.191 hartree
* HOMO energy: -0.1133 hartree
* charge: -1

Geometry (Å):
C1 -17.73 5.47 -22.53
C2 -18.53 5.38 -23.81
O1 -18.29 6.38 -24.71
H1 -16.65 5.27 -22.61
H2 -18.07 4.83 -21.70
H3 -17.78 6.51 -22.19
H4 -19.62 5.35 -23.55
H5 -18.40 4.38 -24.29
C3 -16.54 1.71 -22.88
S1 -15.67 1.37 -24.43
O2 -16.72 0.88 -25.40
C4 -15.39 3.08 -24.86
H6 -16.86 0.77 -22.45
H7 -17.38 2.37 -23.11
H8 -15.94 2.28 -22.16
H9 -14.78 3.61 -24.12
H10 -16.35 3.57 -25.06
H11 -14.82 3.13 -25.79
C5 -20.22 6.58 -20.25
S2 -20.90 8.24 -20.39
O3 -19.78 9.21 -20.49
C6 -21.52 8.09 -22.11
H12 -19.96 6.47 -19.19
H13 -19.31 6.41 -20.84
H14 -20.88 5.75 -20.51
H15 -22.03 9.03 -22.33
H16 -22.29 7.32 -22.20
H17 -20.71 7.92 -22.82
C7 -17.67 9.67 -22.37
S3 -17.16 11.12 -23.36
O4 -17.41 10.91 -24.82
C8 -18.55 12.18 -22.75
H18 -17.09 8.79 -22.64
H19 -18.68 9.44 -22.67
H20 -17.58 9.83 -21.30
H21 -18.20 13.17 -23.05
H22 -18.74 12.15 -21.68
H23 -19.45 11.89 -23.29
C9 -21.61 4.57 -27.77
S4 -22.99 5.40 -26.88
O5 -24.22 4.53 -27.01
C10 -22.36 5.03 -25.20
H24 -21.62 4.96 -28.79
H25 -21.86 3.50 -27.80
H26 -20.63 4.73 -27.34
H27 -23.15 5.08 -24.45
H28 -21.57 5.74 -24.92
H29 -21.94 4.02 -25.22
C11 -13.15 9.14 -23.72
S5 -14.71 8.23 -23.54
O6 -15.66 8.72 -24.58
C12 -14.16 6.62 -24.19
H30 -12.78 9.18 -24.74
H31 -12.45 8.57 -23.09
H32 -13.20 10.13 -23.26
H33 -13.54 6.80 -25.07
H34 -15.02 5.98 -24.40
H35 -13.47 6.14 -23.49
C13 -17.64 4.03 -28.01
S6 -18.45 5.25 -29.07
O7 -18.51 6.52 -28.29
C14 -17.20 5.59 -30.34
H36 -16.68 4.40 -27.64
H37 -17.51 3.09 -28.56
H38 -18.29 3.83 -27.17
H39 -16.98 4.69 -30.94
H40 -16.30 5.90 -29.81
H41 -17.44 6.38 -31.05
C15 -16.29 8.80 -18.27
C16 -15.03 8.40 -19.03
C17 -15.19 7.20 -19.95
C18 -15.11 5.87 -19.20
C19 -15.48 4.59 -19.95
C20 -15.28 3.38 -19.05
H42 -16.00 9.53 -17.51
H43 -16.68 8.00 -17.62
H44 -17.09 9.25 -18.86
H45 -14.79 9.30 -19.61
H46 -14.19 8.31 -18.34
H47 -14.42 7.28 -20.72
H48 -16.12 7.30 -20.53
H49 -14.12 5.78 -18.74
H50 -15.80 6.01 -18.37
H51 -16.50 4.69 -20.30
H52 -14.80 4.48 -20.81
H53 -14.26 3.35 -18.66
H54 -15.96 3.28 -18.19
H55 -15.39 2.42 -19.55

# CH3O2

A cluster of 2 separate species, CH3O2 in total (ωB97M-V with the def2-TZVPD basis set, the Open Molecules 2025 dataset).

Results
* <S²>: 0.753
* energy above the lowest of the compared OMol25 structures with the same formula, charge and spin: 14.85 kcal/mol
* 2S+1: 2
* gap between HOMO and LUMO (alpha / beta): 0.274 / 0.441 hartree
* HOMO energy (alpha / beta): -0.2546 / -0.4194 hartree

Geometry (Å):
H1 0.26 1.07 0.00
C1 -1.03 -0.96 0.00
O1 -1.97 -0.28 0.00
H2 -0.14 -1.71 0.00
H3 1.69 0.52 0.00
O2 1.19 1.36 0.00

# C25H45NP2SW

A structure of composition C25H45NP2SW (ωB97M-V with the def2-TZVPD basis set, the Open Molecules 2025 dataset).

Results
* <S²>: 2.036
* energy above the lowest of the compared OMol25 structures with the same formula, charge and spin: 137.15 kcal/mol
* 2S+1: 3
* gap between HOMO and LUMO (alpha / beta): 0.221 / 0.211 hartree
* HOMO energy (alpha / beta): -0.5107 / -0.5108 hartree
* charge: +2

Geometry (Å):
W1 -0.07 0.02 0.89
C1 -1.64 1.57 0.94
C2 -2.03 0.63 -0.12
C3 -1.92 -0.59 1.88
C4 -1.65 0.81 2.19
C5 -2.17 -0.72 0.48
C6 -1.72 3.08 0.81
H1 -1.39 3.47 -0.18
H2 -1.12 3.63 1.56
H3 -2.77 3.45 0.95
C7 -1.74 1.50 3.52
H4 -1.44 2.52 3.59
H5 -0.91 0.98 4.29
H6 -2.63 1.28 4.06
C8 -2.13 -1.66 2.94
H7 -3.22 -1.75 3.19
H8 -1.63 -1.46 3.90
H9 -1.80 -2.67 2.63
C9 -3.05 -1.85 0.01
H10 -4.12 -1.61 0.24
H11 -2.87 -2.81 0.53
H12 -3.07 -2.11 -1.08
C10 -2.85 1.14 -1.22
H13 -3.81 1.56 -0.82
H14 -3.19 0.40 -1.97
H15 -2.41 2.01 -1.79
C11 1.54 0.41 -2.61
C12 0.55 1.25 -2.76
C13 -0.05 1.61 -4.08
C14 -0.91 0.47 -4.62
C15 -0.95 -0.73 -3.74
C16 0.09 -1.59 -3.66
C17 1.36 -1.37 -4.37
C18 2.23 -0.27 -3.74
H16 0.76 1.86 -4.79
H17 -0.50 0.17 -5.61
H18 -0.63 2.56 -4.00
H19 2.51 0.47 -4.51
H20 1.96 0.04 -1.63
H21 -0.01 1.79 -1.92
H22 3.20 -0.69 -3.40
H23 1.92 -2.33 -4.48
H24 -0.07 -2.61 -3.25
H25 1.16 -1.10 -5.42
H26 -1.93 0.82 -4.91
H27 -1.96 -1.08 -3.37
P1 1.68 1.72 1.42
C19 1.39 2.58 3.01
H28 2.27 3.21 3.25
H29 1.25 1.92 3.88
H30 0.52 3.27 2.97
C20 3.42 1.23 1.68
H31 3.99 2.09 2.10
H32 3.93 0.95 0.74
H33 3.54 0.39 2.39
C21 1.95 3.25 0.46
H34 2.46 3.08 -0.50
H35 2.62 3.94 1.04
H36 1.02 3.82 0.26
P2 0.94 -2.22 0.60
C22 -0.19 -3.63 0.21
H37 0.41 -4.48 -0.18
H38 -0.99 -3.44 -0.51
H39 -0.72 -4.01 1.12
C23 2.61 -2.60 -0.08
H40 2.61 -2.81 -1.16
H41 3.04 -3.53 0.37
H42 3.36 -1.81 0.12
C24 1.38 -3.15 2.14
H43 1.60 -4.22 1.90
H44 0.57 -3.17 2.87
H45 2.28 -2.77 2.62
S1 0.04 -0.04 5.74
C25 0.04 -0.03 4.15
N1 0.11 -0.04 2.87